Entry 1:
A structure of composition C33H27CsI2N10O2, computed with ωB97M-V/def2-TZVPD.

Output
highest occupied orbital energy: -6.3 eV
ΔE to the lowest compared entry with this formula, charge and spin: 5.69 kcal/mol
2S+1: 1
LUMO: -0.252 eV

The geometry in XYZ format:
```
75
Properties=species:S:1:pos:R:3:forces:R:3:mulliken_charge:R:1
Cs -0.047 -3.281 0.310 -0.288 0.219 -0.088 1.170
I -2.090 -7.934 5.844 -0.169 -0.940 0.763 0.042
C -2.364 -6.342 4.615 1.171 2.363 0.182 -0.234
C -2.858 -6.517 3.326 0.678 1.233 -0.731 -0.236
C -2.688 -5.510 2.385 0.258 1.017 0.906 -0.366
I -3.100 -5.636 0.338 -0.413 -0.424 0.076 0.027
C -2.241 -4.161 2.763 -0.715 -1.122 -0.662 0.017
O -2.495 -3.160 2.039 0.703 -0.128 0.054 -0.676
C -1.509 -4.109 3.992 -1.327 0.235 1.043 0.269
C -0.953 -2.731 4.275 0.840 -0.798 0.074 -1.175
N 0.139 -2.451 3.328 -1.047 0.003 0.183 0.053
C 0.904 -1.309 3.704 1.189 0.460 -0.244 -0.508
C 2.296 -1.531 3.110 0.596 0.019 -1.204 0.464
C 3.366 -1.849 3.929 -0.040 -0.101 0.982 -0.564
C 4.601 -2.175 3.445 0.800 0.258 -1.836 -0.466
C 4.763 -2.181 2.041 -0.038 -0.336 1.282 -0.538
C 3.692 -1.893 1.256 -1.606 0.833 0.561 -0.317
N 2.482 -1.559 1.772 -0.462 0.082 0.069 -0.265
C -1.673 -5.128 4.961 0.048 -0.323 -1.533 -0.467
H -3.332 -7.413 3.035 -0.280 -1.035 -0.211 0.428
H -0.569 -2.642 5.296 0.044 -0.255 0.287 0.565
H -1.666 -1.936 4.165 -0.729 0.205 -0.253 0.319
H 0.740 -3.242 3.294 0.472 -0.829 0.226 0.441
H 0.971 -1.179 4.807 0.192 -0.092 -0.379 0.320
H 0.439 -0.398 3.320 0.129 0.065 -0.022 -0.116
H 3.215 -1.881 4.983 -0.142 0.152 0.686 0.370
H 5.475 -2.340 4.064 -0.295 -0.192 0.197 0.408
H 5.657 -2.455 1.541 0.945 -0.122 -0.028 0.402
H 3.797 -1.845 0.179 -0.212 -0.112 -0.019 0.436
H -1.177 -4.994 5.929 -0.336 -0.254 -0.291 0.302
C -0.997 0.004 -5.577 0.037 -0.058 0.030 -1.266
N -0.312 -0.781 -4.579 0.969 -0.569 -1.212 0.903
C -0.541 -1.041 -3.325 -0.281 -0.882 2.381 -0.167
N 0.431 -1.790 -2.772 0.091 0.486 -1.616 -0.255
C 1.305 -1.926 -3.867 -1.438 -0.001 1.610 -0.234
N 0.869 -1.306 -4.925 0.894 -0.483 -1.275 -0.883
C -0.229 1.251 -5.736 0.701 1.649 -1.314 0.742
C 0.569 1.434 -6.876 0.268 -0.582 -0.050 -0.574
C 1.466 2.503 -7.005 -0.715 0.183 -0.105 -0.634
C 1.468 3.512 -6.027 0.672 -0.910 -0.282 -0.821
C 0.685 3.322 -4.873 0.420 0.437 -1.383 0.163
C -0.174 2.237 -4.775 0.562 0.303 0.422 -0.188
C 0.820 4.252 -3.764 0.528 0.217 0.269 0.527
N 1.613 5.267 -3.636 -0.232 -0.200 -0.005 -0.531
N 1.458 5.714 -2.327 0.112 0.386 -0.299 -0.440
C 0.587 4.958 -1.775 -0.290 -0.812 0.037 0.535
O 0.154 3.976 -2.627 -0.278 0.350 0.467 -0.252
C 0.083 4.963 -0.398 0.211 0.332 -0.784 0.130
C 0.480 5.981 0.447 0.457 0.681 -0.107 -0.866
C -0.005 6.005 1.727 -0.920 -2.245 0.478 -0.687
C -0.800 4.922 2.220 0.682 0.721 -0.819 -0.824
C -1.143 3.874 1.370 -0.322 0.390 0.060 0.895
C -1.998 2.720 1.859 -1.073 -0.013 0.404 -1.281
N -2.132 1.502 1.071 0.796 -0.595 -0.147 0.936
C -1.322 0.402 1.120 -1.423 1.011 -0.090 -0.495
N -1.777 -0.552 0.347 -0.117 1.030 -0.930 -0.075
C -2.861 0.074 -0.243 -0.548 -1.364 -0.085 -0.476
N -3.172 1.259 0.214 1.239 0.408 0.028 -0.907
C -0.764 3.981 0.054 -0.380 -1.995 -1.325 -0.035
H -2.018 0.122 -5.289 -0.705 0.324 0.470 0.365
H -1.016 -0.505 -6.531 0.153 -0.530 -0.027 0.396
H -1.450 -0.697 -2.844 0.227 -0.126 0.177 0.294
H 2.189 -2.567 -3.855 -0.288 0.539 0.012 0.380
H 0.542 0.647 -7.647 0.106 0.464 0.377 0.297
H 2.111 2.526 -7.906 -0.452 0.247 0.785 0.348
H 2.186 4.333 -6.127 -0.480 -0.191 0.279 0.457
H -0.683 2.193 -3.843 -0.717 -0.479 0.517 0.790
H 1.179 6.748 0.095 -0.352 -0.299 0.082 0.472
H 0.320 6.750 2.388 0.184 1.003 0.851 0.435
H -1.138 4.907 3.240 0.022 0.100 0.347 0.472
H -3.048 3.039 1.974 0.448 0.150 0.174 0.313
H -1.630 2.413 2.837 -0.098 0.038 0.094 0.446
H -0.498 0.403 1.788 0.636 -0.276 0.237 0.472
H -3.478 -0.427 -1.005 0.317 0.288 0.633 0.530
H -1.104 3.177 -0.644 0.412 0.789 0.560 0.489
```
Forces are in eV/Å.

Entry 2:
A structure of composition C33H28AsN4O4Pt, computed with ωB97M-V/def2-TZVPD.

Output
highest occupied orbital energy (alpha / beta): -2.0 / -4.5 eV
ΔE to the lowest compared entry with this formula, charge and spin: 30.85 kcal/mol
total charge: -1
2S+1: 3
LUMO (alpha / beta): 2.419 / 2.419 eV

The geometry in XYZ format:
```
71
Properties=species:S:1:pos:R:3:forces:R:3:mulliken_spin:R:1
Pt -0.054 0.069 0.061 -0.406 -0.566 -1.419 0.212
O 3.636 1.766 -0.464 -0.048 0.201 -0.004 0.114
C 2.439 1.520 -0.373 0.424 -0.856 0.118 0.000
O 2.046 0.250 -0.121 -1.175 -0.142 -0.654 0.011
C 1.382 2.490 -0.524 0.207 0.430 -0.114 0.342
C 1.739 3.818 -0.820 -0.001 -0.120 0.018 -0.113
C 0.790 4.772 -1.002 -0.084 0.016 0.005 0.268
C -0.595 4.399 -0.887 0.040 -0.003 -0.011 0.002
C -1.620 5.332 -1.062 0.006 0.038 -0.012 0.007
C -2.952 4.982 -0.944 0.036 -0.042 0.006 0.060
C -3.267 3.660 -0.637 -0.053 0.018 -0.008 -0.018
C -2.281 2.709 -0.459 0.058 0.015 0.043 0.048
C -0.922 3.046 -0.583 -0.064 0.086 0.066 -0.023
N 0.068 2.106 -0.402 -0.209 -0.568 0.068 0.251
H 2.797 4.026 -0.897 0.003 -0.009 0.006 -0.008
H 1.048 5.799 -1.232 -0.001 0.002 0.001 0.028
H -1.339 6.355 -1.294 -0.008 0.001 0.001 -0.007
H -3.732 5.722 -1.082 -0.004 0.002 -0.003 0.011
H -4.304 3.362 -0.532 0.001 0.000 0.006 0.005
H -2.521 1.683 -0.213 -0.020 0.024 -0.010 0.022
O -1.928 -0.137 -0.046 0.435 -0.215 -0.039 0.761
C -0.361 -6.519 -2.117 0.002 0.036 0.009 0.000
C -0.039 -6.602 -0.766 -0.003 -0.010 0.000 0.000
C 0.079 -5.449 -0.007 0.014 -0.018 -0.005 -0.001
C -0.126 -4.204 -0.593 0.171 0.168 -0.211 0.002
C -0.441 -4.123 -1.942 -0.031 0.074 -0.044 -0.001
C -0.561 -5.279 -2.704 -0.010 -0.038 0.023 -0.001
As 0.029 -2.575 0.464 -0.171 1.302 0.822 -0.021
C 1.698 -2.942 1.405 0.053 -0.430 -0.232 -0.002
C 1.882 -2.826 2.779 0.003 0.160 -0.040 0.001
C 3.118 -3.099 3.350 0.028 0.038 -0.016 0.000
C 4.189 -3.478 2.552 -0.002 0.005 0.023 0.000
C 4.018 -3.582 1.180 0.003 0.004 -0.039 0.000
C 2.780 -3.320 0.612 0.020 0.023 0.076 -0.001
C -1.327 -3.009 1.802 -0.040 -0.005 0.031 -0.003
C -1.096 -3.753 2.958 -0.045 -0.090 -0.068 0.001
C -2.129 -4.022 3.845 -0.034 0.020 -0.027 0.001
C -3.409 -3.552 3.582 0.023 -0.012 0.027 0.000
C -3.647 -2.822 2.428 -0.007 0.009 -0.031 -0.003
C -2.615 -2.549 1.540 -0.048 -0.053 0.006 0.024
H -0.452 -7.421 -2.708 0.000 -0.001 -0.002 0.000
H 0.121 -7.568 -0.304 -0.001 -0.003 -0.005 0.000
H 0.338 -5.520 1.043 -0.017 0.007 0.000 0.000
H -0.597 -3.152 -2.399 0.011 0.010 0.014 -0.001
H -0.809 -5.208 -3.755 -0.001 0.000 -0.002 0.000
H 1.068 -2.503 3.413 0.038 0.101 -0.001 0.001
H 3.244 -3.002 4.421 -0.002 0.002 0.003 0.000
H 5.154 -3.683 2.997 -0.004 -0.005 0.007 0.000
H 4.850 -3.867 0.548 0.001 0.017 -0.004 0.000
H 2.659 -3.404 -0.462 0.007 0.008 -0.002 0.001
H -0.110 -4.136 3.180 -0.038 -0.087 -0.029 0.000
H -1.932 -4.599 4.741 0.005 -0.001 0.000 0.000
H -4.217 -3.755 4.275 0.006 0.000 0.004 0.000
H -4.639 -2.443 2.219 0.001 0.004 0.002 0.000
H -2.801 -1.950 0.657 0.062 0.114 0.046 -0.012
C -2.061 0.800 5.542 0.035 -0.019 0.057 0.000
N -0.848 0.671 4.760 0.052 0.020 -0.112 0.002
C 0.383 0.735 5.316 -0.117 -0.016 -0.052 0.001
C 1.494 0.619 4.566 0.255 -0.042 -0.018 -0.001
C 1.327 0.419 3.148 -0.192 0.017 0.111 -0.004
N 0.116 0.362 2.606 0.004 -0.038 0.396 0.036
C -1.011 0.494 3.353 -0.125 0.052 0.216 -0.005
O -2.153 0.455 2.934 0.079 -0.019 -0.055 0.004
N 2.374 0.292 2.332 -0.830 -1.367 -0.758 -0.001
H -1.788 0.854 6.596 -0.032 0.007 0.004 0.000
H -2.711 -0.057 5.368 0.009 -0.008 0.006 0.000
H -2.612 1.695 5.255 0.010 0.003 -0.011 0.000
H 0.413 0.887 6.388 0.023 -0.005 -0.001 0.000
H 2.481 0.686 5.000 -0.022 0.009 0.033 0.001
H 3.197 -0.091 2.773 0.189 0.294 -0.130 -0.001
H 2.094 -0.063 1.243 1.531 1.453 1.912 0.011
```
Forces are in eV/Å.

Entry 3:
A cluster of 4 separate species, C33H28BrClF24NO6PS2 in total, computed with ωB97M-V/def2-TZVPD.

Output
highest occupied orbital energy: -8.8 eV
2S+1: 1
SMILES string: CCSCc1c(CN)c(S)c(P(O)Cl)c2c1C(=O)c1cc(Br)ccc1C2=O.FC(F)C(F)(F)COC(F)(F)C(F)F.FC(F)C(F)(F)COC(F)(F)C(F)F.FC(F)C(F)(F)COC(F)(F)C(F)F
LUMO: -1.475 eV

The geometry in XYZ format:
```
97
Properties=species:S:1:pos:R:3:forces:R:3:mulliken_charge:R:1
C 4.150 6.228 2.554 -0.292 -0.167 -0.698 -0.895
C 5.213 5.358 1.691 -1.967 0.715 -0.053 -0.347
S 4.641 3.561 1.775 0.019 0.376 -0.410 -0.096
C 3.022 3.602 0.829 -0.670 0.530 -1.305 -0.645
C 2.681 2.221 0.105 -0.817 -3.476 -1.216 -0.424
C 3.541 1.662 -1.074 -1.912 -1.062 0.772 0.417
C 4.793 2.499 -1.635 -1.456 0.195 -0.121 -0.643
N 6.059 1.823 -1.231 -0.196 1.025 -0.741 -0.482
C 3.244 0.281 -1.769 -2.231 1.907 2.452 0.547
S 4.381 -0.271 -3.112 -0.757 0.762 0.337 -0.307
C 2.037 -0.597 -1.341 1.887 3.494 2.008 0.267
P 1.548 -2.280 -2.047 -1.031 -0.308 -0.736 0.165
O 2.141 -2.519 -3.631 0.802 -0.040 2.470 -0.401
Cl 2.561 -3.668 -0.760 0.025 0.992 -0.955 -0.261
C 1.144 -0.032 -0.177 1.559 1.615 -0.263 0.115
C 1.453 1.334 0.541 1.528 -0.890 -2.088 0.277
C 0.471 1.798 1.738 0.396 0.179 1.110 -0.064
O 0.901 2.282 2.810 -1.566 -1.356 -3.766 -0.534
C -1.094 1.530 1.439 -1.845 -0.634 -0.656 0.369
C -2.181 2.565 1.827 -0.606 -3.874 -1.974 -0.602
C -3.651 2.209 1.448 2.931 -2.481 -0.865 -0.048
Br -5.041 3.533 1.895 1.207 -1.383 -0.470 -0.169
C -3.987 0.864 0.734 3.021 0.468 0.399 -0.331
C -2.867 -0.166 0.347 1.075 3.426 2.149 -0.561
C -1.403 0.163 0.719 -2.164 2.134 0.497 0.510
C -0.160 -0.809 0.376 -0.075 -1.088 0.420 -0.202
O -0.210 -2.048 0.566 0.101 4.179 -0.924 -0.347
H 4.550 7.276 2.766 -0.563 -1.444 -0.129 0.335
H 3.805 5.678 3.502 0.864 0.935 -1.324 0.281
H 3.201 6.341 1.902 1.481 -0.081 1.051 0.204
H 5.065 5.677 0.593 0.754 -0.396 1.634 0.216
H 6.283 5.492 2.062 -1.524 -0.562 -0.620 0.385
H 3.174 4.382 -0.014 -0.298 -1.174 1.301 0.449
H 2.142 3.974 1.475 1.503 -0.879 -0.974 0.404
H 4.653 2.574 -2.782 0.333 -0.198 1.806 0.019
H 4.719 3.590 -1.262 0.186 -1.876 -0.408 0.211
H 6.646 2.503 -0.721 -0.353 -0.693 -0.513 0.242
H 6.536 1.488 -2.084 -0.192 0.341 0.915 0.256
H 4.242 0.721 -4.093 -0.236 -0.731 1.175 0.152
H 3.075 -2.835 -3.639 -0.705 0.542 -0.106 0.291
H -1.879 3.527 2.349 -0.612 -1.484 -0.796 0.412
H -5.056 0.562 0.436 1.863 0.881 0.691 0.375
H -3.143 -1.132 -0.193 0.464 1.552 0.913 0.374
F -6.566 -0.204 6.086 -0.014 -0.128 -0.066 -0.193
C -7.625 -0.927 6.494 -0.194 0.487 0.732 0.053
F -7.553 -0.975 7.849 -0.130 -0.311 -0.109 -0.281
C -7.630 -2.342 5.913 0.616 -0.719 -0.331 0.905
F -6.559 -3.050 6.343 -0.087 0.332 0.029 -0.252
F -8.728 -2.987 6.409 -0.117 0.465 -0.089 -0.336
C -7.712 -2.440 4.375 -0.361 -0.489 -0.614 -0.707
O -6.482 -2.647 3.669 0.595 1.261 0.602 -0.350
C -5.711 -1.504 3.361 -1.669 -0.771 -0.194 0.769
F -6.431 -0.394 3.612 0.534 0.152 -0.130 -0.308
F -5.526 -1.532 2.019 0.408 -0.063 0.186 -0.297
C -4.347 -1.507 4.061 0.771 -0.084 0.369 0.505
F -4.475 -1.548 5.404 -0.222 -0.092 -0.258 -0.209
F -3.655 -0.378 3.769 -0.326 -0.021 -0.266 -0.197
H -8.538 -0.388 6.228 -0.059 -0.132 -0.116 0.282
H -8.292 -3.343 4.162 0.237 0.003 0.189 0.392
H -8.299 -1.628 3.937 0.229 0.107 0.240 0.307
H -3.750 -2.369 3.752 -0.176 -0.049 -0.156 -0.032
F 3.093 5.069 -7.720 0.034 -0.152 0.056 -0.221
C 2.662 4.526 -6.567 -0.177 0.792 0.393 0.010
F 3.151 5.311 -5.572 0.022 -0.330 0.152 -0.269
C 3.134 3.083 -6.384 0.629 -0.579 -0.412 1.026
F 4.486 3.017 -6.297 -0.169 0.226 -0.006 -0.289
F 2.661 2.645 -5.178 -0.286 0.249 -0.104 -0.316
C 2.647 2.077 -7.448 -0.233 -0.843 -0.094 -0.788
O 3.559 1.758 -8.508 0.099 1.464 -0.280 -0.391
C 3.586 2.627 -9.622 -1.168 -1.149 0.776 0.760
F 2.552 3.487 -9.552 0.350 0.153 -0.358 -0.271
F 3.352 1.850 -10.704 0.465 0.242 0.025 -0.296
C 4.939 3.329 -9.787 0.735 0.315 -0.111 0.209
F 5.254 4.066 -8.701 -0.190 -0.243 -0.008 -0.214
F 4.914 4.179 -10.842 -0.335 -0.269 -0.002 -0.257
H 1.571 4.592 -6.537 -0.021 -0.192 0.007 0.301
H 2.513 1.126 -6.923 0.229 0.152 0.022 0.455
H 1.653 2.322 -7.829 0.213 0.273 0.027 0.332
H 5.739 2.602 -9.946 -0.187 -0.158 -0.017 0.242
F -3.148 -6.312 2.175 0.108 -0.008 0.027 -0.211
C -2.414 -6.169 1.055 -0.588 -0.179 -0.605 0.131
F -2.823 -7.148 0.206 0.314 0.026 -0.053 -0.291
C -0.912 -6.285 1.315 0.713 -0.272 0.611 0.868
F -0.588 -7.521 1.768 -0.312 0.093 -0.049 -0.290
F -0.275 -6.147 0.116 -0.402 0.255 0.007 -0.299
C -0.311 -5.226 2.264 0.693 0.504 0.042 -0.503
O -0.115 -5.613 3.632 -1.537 -0.396 0.197 -0.429
C -1.218 -5.487 4.505 1.294 1.017 -1.054 0.763
F -2.202 -4.796 3.897 -0.263 -0.174 0.443 -0.241
F -0.795 -4.710 5.529 -0.178 -0.468 0.140 -0.297
C -1.687 -6.839 5.057 -0.202 -0.696 0.286 0.184
F -2.058 -7.680 4.068 0.187 0.242 0.000 -0.215
F -2.768 -6.681 5.860 0.175 0.367 -0.061 -0.246
H -2.663 -5.207 0.597 0.190 0.071 0.022 0.228
H 0.701 -5.035 1.897 -0.125 -0.227 0.027 0.328
H -0.818 -4.260 2.185 -0.156 -0.250 -0.024 0.296
H -0.895 -7.322 5.632 0.114 0.222 -0.031 0.233
```
Forces are in eV/Å.

Record order is preserved below.
Electronic energy: -2587.2749 -4149.4132 -8348.9041 hartree
Record order is preserved below.
Max |F|: 2.64 2.85 4.45 eV/A